Entry 1:
Density functional theory data (wB97M-V/def2-TZVPD) for a 11-piece molecular cluster, C75H163N8O9 overall in a non-equilibrium geometry.

## Properties
ΔE to the lowest compared entry with this formula, charge and spin, kJ/mol: 0.0
LUMO energy, eV: -8.823
Kohn-Sham gap, eV: 7.9
Total charge: +5

Geometry as XYZ:
```
255
Properties=species:S:1:pos:R:3:lowdin_charge:R:1
C 5.70204 1.99690 5.01111 -0.079
C 5.15784 0.57860 5.32725 -0.211
C 4.06143 0.12190 4.34252 -0.085
N 3.40057 -1.22757 4.88144 -0.170
C 1.99026 -1.34721 4.17507 -0.115
C 1.17186 -2.54806 4.57233 -0.157
C 0.79393 -2.36873 6.04825 -0.182
C 2.00028 -2.28159 6.94254 -0.159
C 3.04041 -1.24228 6.47134 -0.062
C 4.32983 -2.45731 4.72633 0.048
H 5.80549 2.06070 3.92791 0.068
H 6.63836 2.33162 5.45763 0.087
H 5.02875 2.84158 5.15695 0.072
H 4.73016 0.56568 6.32976 0.091
H 6.01095 -0.09986 5.32538 0.116
H 4.43836 0.00593 3.32636 0.116
H 3.29157 0.87861 4.19154 0.107
H 1.46099 -0.48795 4.58696 0.114
H 2.09844 -1.29744 3.09159 0.111
H 0.38365 -2.40845 3.83250 0.097
H 1.51772 -3.54500 4.29924 0.113
H 0.15054 -1.49703 6.16771 0.091
H 0.34887 -3.29131 6.42091 0.123
H 1.74042 -2.17095 7.99532 0.134
H 2.51424 -3.24160 6.99078 0.120
H 2.68054 -0.21345 6.48252 0.119
H 3.94268 -1.29769 7.08038 0.127
H 4.61530 -2.58403 3.68204 0.089
H 3.72848 -3.31121 5.03835 0.086
H 5.17392 -2.23347 5.37862 0.102
C -2.98431 -2.66873 7.04483 -0.060
C -2.48796 -1.24478 6.78326 -0.259
C -3.57632 -0.17578 7.10619 -0.077
N -3.20763 1.25899 6.58728 -0.194
C -4.49243 2.16016 6.76412 -0.084
C -4.24346 3.67727 6.61033 -0.152
C -3.11894 4.09159 7.56867 -0.196
C -1.85116 3.41232 7.13920 -0.151
C -1.92159 1.82567 7.24426 -0.063
C -2.97283 1.27230 5.01872 0.012
H -3.93761 -2.69232 6.51683 0.086
H -2.93514 -2.83291 8.12127 0.093
H -2.23844 -3.37381 6.67792 0.076
H -2.12785 -1.17389 5.75692 0.086
H -1.63037 -1.12915 7.44603 0.095
H -3.79609 -0.13680 8.17309 0.145
H -4.42433 -0.49823 6.50202 0.126
H -4.83155 1.89290 7.76496 0.130
H -5.35783 1.77091 6.22777 0.124
H -5.04093 4.34793 6.93027 0.132
H -3.92940 3.94255 5.60083 0.102
H -3.39153 3.87611 8.60180 0.134
H -2.98059 5.17030 7.49552 0.129
H -1.09873 3.75333 7.85031 0.126
H -1.55424 3.61391 6.10998 0.108
H -2.06913 1.51420 8.27835 0.133
H -1.04148 1.31738 6.85037 0.118
H -3.72474 0.62291 4.57033 0.082
H -2.01074 0.78554 4.85896 0.077
H -3.05976 2.26864 4.58532 0.080
C -1.09230 -3.03021 -0.90715 -0.057
C -1.17196 -1.51751 -1.24488 -0.193
C -1.42675 -0.67627 -0.00024 -0.086
N -0.98621 0.79108 -0.14921 -0.180
C -1.34892 1.47322 1.17873 -0.137
C -0.50088 1.15461 2.29065 -0.189
C 0.99711 1.26068 1.92234 -0.149
C 1.38955 0.44884 0.66597 -0.115
C 0.52300 0.93602 -0.49033 -0.075
C -1.77649 1.52129 -1.20687 0.008
H -0.18854 -3.16817 -0.31363 0.058
H -0.83100 -3.53480 -1.83732 0.062
H -1.91071 -3.61043 -0.48093 0.082
H -1.96685 -1.24852 -1.94051 0.082
H -0.32197 -1.32334 -1.89902 0.095
H -0.96698 -1.11366 0.88599 0.119
H -2.48849 -0.59585 0.23284 0.108
H -2.40592 1.54091 1.43612 0.120
H -1.10702 2.50915 0.94113 0.136
H -0.68514 0.15093 2.67376 0.111
H -0.66749 1.86563 3.09985 0.124
H 1.57934 1.05573 2.82073 0.081
H 1.19897 2.31252 1.71988 0.115
H 1.18331 -0.59024 0.92262 0.112
H 2.42820 0.62288 0.38486 0.118
H 0.73131 0.42560 -1.43065 0.113
H 0.68399 1.98123 -0.75442 0.106
H -1.39993 2.46148 -1.60981 0.094
H -2.84681 1.54999 -1.00269 0.090
H -1.90654 0.83399 -2.04282 0.082
C -2.17821 -0.94754 -5.80796 -0.065
C -0.96869 -1.68011 -5.19420 -0.217
C 0.17687 -2.01504 -6.21186 -0.047
N 1.29384 -3.02612 -5.63561 -0.221
C 1.61984 -2.55777 -4.26444 -0.143
C 2.79339 -3.28335 -3.59144 -0.157
C 4.04393 -3.16210 -4.46193 -0.165
C 3.82446 -3.59970 -5.91077 -0.125
C 2.54679 -2.95374 -6.59271 -0.045
C 0.77676 -4.49085 -5.64533 0.057
H -1.90200 -0.02624 -6.32081 0.079
H -2.75661 -0.67489 -4.92523 0.054
H -2.87589 -1.50218 -6.43543 0.088
H -1.36349 -2.65969 -4.92463 0.103
H -0.51042 -1.10163 -4.39204 0.075
H 0.68765 -1.07294 -6.41098 0.124
H -0.07582 -2.49614 -7.15673 0.136
H 1.81536 -1.48556 -4.28000 0.130
H 0.69338 -2.59035 -3.69109 0.097
H 2.92783 -2.87578 -2.58949 0.097
H 2.51647 -4.33089 -3.47281 0.096
H 4.25049 -2.09261 -4.42137 0.078
H 4.90750 -3.67784 -4.04200 0.132
H 4.65123 -3.20457 -6.50105 0.124
H 3.80574 -4.68854 -5.95737 0.117
H 2.71464 -1.90673 -6.84509 0.122
H 2.27101 -3.44750 -7.52451 0.134
H 0.38455 -4.81948 -6.60776 0.117
H 0.01209 -4.50185 -4.86864 0.096
H 1.62347 -5.12381 -5.37973 0.095
C -5.13742 1.90486 2.70370 -0.144
C -5.83088 0.75901 2.13142 -0.198
C -5.54259 0.73105 0.56296 -0.054
N -6.53654 -0.22226 -0.19968 -0.219
C -6.43461 -1.71446 0.21901 -0.065
C -5.13191 -2.36872 -0.37399 -0.131
C -5.00304 -2.21369 -1.94164 -0.126
C -5.09254 -0.70114 -2.35206 -0.158
C -6.26094 -0.01311 -1.72504 -0.111
C -8.00995 0.16604 0.09597 0.037
H -5.37453 2.79890 2.12702 0.094
H -4.04940 1.84119 2.72011 0.046
H -5.51327 2.13611 3.70038 0.087
H -6.87349 0.97457 2.36502 0.118
H -5.41050 -0.05915 2.71621 0.109
H -4.60131 0.36926 0.14921 0.087
H -5.57948 1.73876 0.14912 0.124
H -6.55602 -1.92322 1.28192 0.133
H -7.30831 -2.19375 -0.22258 0.134
H -4.25045 -1.87559 0.03583 0.080
H -5.21242 -3.41880 -0.09300 0.125
H -4.02882 -2.62935 -2.19896 0.098
H -5.83871 -2.77239 -2.36307 0.122
H -4.17116 -0.19427 -2.06528 0.078
H -5.16242 -0.55856 -3.43044 0.127
H -6.36006 1.05430 -1.92231 0.135
H -7.17892 -0.32247 -2.22474 0.137
H -8.27173 -0.04647 1.13250 0.105
H -8.59773 -0.47914 -0.55700 0.109
H -8.12685 1.20706 -0.20523 0.116
C -1.12197 -6.77311 -0.66095 -0.065
C 0.35567 -6.38013 -0.80413 -0.230
C 0.91774 -5.93276 0.51893 -0.139
N 2.37442 -5.59182 0.48843 -0.229
C 2.79302 -5.17934 1.91193 -0.085
C 2.86094 -6.36544 2.88709 -0.142
C 3.57383 -7.58643 2.27048 -0.174
C 2.97632 -7.99898 0.92675 -0.163
C 3.15197 -6.84362 -0.01346 -0.102
C 2.73406 -4.45749 -0.45953 0.007
H -1.12982 -7.70593 -0.09715 0.090
H -1.52710 -7.00475 -1.64599 0.083
H -1.76117 -6.03122 -0.18228 0.071
H 0.51340 -5.62031 -1.56956 0.088
H 0.85571 -7.24579 -1.23850 0.111
H 0.70239 -6.54773 1.39275 0.138
H 0.44757 -4.99905 0.82754 0.120
H 2.22384 -4.26937 2.10191 0.120
H 3.81397 -4.83376 1.74963 0.129
H 1.89225 -6.68744 3.26927 0.116
H 3.39907 -6.09645 3.79604 0.116
H 3.50772 -8.44076 2.94415 0.126
H 4.65625 -7.51557 2.16345 0.125
H 1.95944 -8.36497 1.06856 0.124
H 3.57398 -8.86026 0.62823 0.137
H 2.87883 -7.05072 -1.04815 0.122
H 4.22106 -6.65914 -0.11903 0.145
H 2.59265 -4.91031 -1.44089 0.066
H 3.79766 -4.21985 -0.47950 0.115
H 2.08165 -3.60970 -0.25044 0.101
C -4.82910 9.04346 -3.47389 -0.071
C -3.75119 8.03008 -3.84482 -0.244
C -3.00532 7.49342 -2.61144 -0.120
N -1.88922 6.51708 -3.00918 -0.203
C -0.79346 7.20482 -3.94253 -0.055
C 0.61615 6.54234 -3.89452 -0.128
C 1.06513 6.10003 -2.43799 -0.157
C -0.01729 5.18196 -1.83228 -0.177
C -1.21874 6.08275 -1.63069 -0.085
C -2.33344 5.21303 -3.72141 0.026
H -4.48549 9.91332 -2.91410 0.089
H -5.59714 8.60187 -2.83889 0.082
H -5.26494 9.23623 -4.45419 0.093
H -3.05034 8.29619 -4.63608 0.104
H -4.26856 7.21606 -4.35256 0.106
H -3.75156 6.98507 -2.00085 0.137
H -2.54342 8.32352 -2.07694 0.138
H -0.51150 8.10413 -3.39497 0.133
H -1.12984 7.50932 -4.93360 0.133
H 1.36385 7.18496 -4.35936 0.129
H 0.57945 5.59261 -4.42815 0.101
H 1.23464 6.93845 -1.76241 0.121
H 2.00472 5.56379 -2.57112 0.091
H 0.32627 4.76058 -0.88755 0.110
H -0.20208 4.37729 -2.54394 0.091
H -1.18321 6.95538 -0.97850 0.139
H -2.05515 5.47187 -1.29109 0.111
H -1.46278 4.67542 -4.09694 0.073
H -2.79820 5.58532 -4.63438 0.102
H -3.12736 4.67192 -3.20664 0.114
C 3.50648 3.41310 -0.72767 -0.080
C 4.45069 2.65094 -1.68021 -0.184
C 3.95166 2.70390 -3.14825 -0.088
N 4.66280 1.81024 -4.18994 -0.215
C 6.11153 2.20841 -4.59534 -0.078
C 6.13220 3.53817 -5.36149 -0.140
C 5.18950 3.46476 -6.60891 -0.132
C 3.71931 2.97044 -6.21989 -0.140
C 3.77729 1.64824 -5.44765 -0.107
C 4.76492 0.36587 -3.66443 -0.005
H 2.46467 3.09324 -0.70732 0.042
H 3.59000 4.47481 -0.95981 0.074
H 3.83028 3.41380 0.31312 0.083
H 4.54408 1.65474 -1.24780 0.082
H 5.42104 3.14576 -1.72126 0.120
H 4.03075 3.72554 -3.51988 0.119
H 2.92538 2.34571 -3.22925 0.114
H 6.70350 2.23123 -3.68038 0.134
H 6.45839 1.36015 -5.18547 0.133
H 5.71790 4.27548 -4.67388 0.101
H 7.14358 3.87083 -5.59509 0.130
H 5.07117 4.42720 -7.10672 0.115
H 5.64225 2.77362 -7.31985 0.115
H 3.04409 3.72955 -5.82502 0.106
H 3.21220 2.81774 -7.17260 0.120
H 2.78474 1.26599 -5.20928 0.103
H 4.30894 0.89656 -6.03112 0.128
H 5.17737 -0.24696 -4.46595 0.092
H 3.82783 -0.08159 -3.33316 0.095
H 5.37697 0.34877 -2.76265 0.088
O 5.35600 -0.21191 0.76626 0.121
C 4.64109 -1.21869 0.37634 -0.933
O 4.52662 -1.37055 -0.84384 -0.032
O 4.06459 -1.92248 1.23267 -0.051
H 5.51663 -0.08933 -0.17223 0.075
O -1.34558 2.34297 -4.25394 0.009
C -0.12732 1.87975 -4.70550 -0.835
O 0.63713 1.26666 -3.95193 -0.052
O 0.13340 2.13551 -5.91366 -0.036
H -1.67605 2.70889 -5.07765 0.093
O -3.75468 -3.69338 2.41516 0.059
C -2.69772 -2.85675 2.66922 -0.924
O -2.92337 -1.69868 2.88110 -0.024
O -1.60506 -3.42868 2.67815 -0.030
H -4.41224 -3.07329 2.73873 0.075
```

---

Entry 2:
Density functional theory data (wB97M-V/def2-TZVPD) for a 2-piece molecular cluster, C10H16O overall in a non-equilibrium geometry.

## Properties
ΔE to the lowest compared entry with this formula, charge and spin, kJ/mol: 285.3
LUMO energy, eV: 0.871
Kohn-Sham gap, eV: 9.3
Structure (SMILES): CCc1ccc(O)cc1.CC

Geometry as XYZ:
```
27
Properties=species:S:1:pos:R:3:nbo_charge:R:1
C 0.53226 0.72735 -3.71001 -0.619
C 0.21676 -0.25127 -2.61373 -0.416
C 0.00821 0.47247 -1.26600 -0.020
C 1.20396 0.83422 -0.64054 -0.201
C 1.16513 1.23023 0.70710 -0.246
C -0.16162 1.37058 1.21259 0.253
O -0.32438 2.09843 2.39621 -0.692
C -1.25700 1.24988 0.46157 -0.251
C -1.20930 0.82267 -0.84061 -0.213
H 0.39219 0.18829 -4.62000 0.214
H 1.55304 0.88386 -3.84199 0.210
H 0.01075 1.80886 -3.66465 0.214
H -0.76212 -0.80036 -2.64397 0.213
H 1.17063 -0.89602 -2.40316 0.210
H 2.11512 0.57382 -1.16900 0.209
H 2.07531 1.43887 1.42823 0.219
H 0.49100 1.96632 3.00384 0.475
H -2.21494 1.55549 0.93271 0.226
H -2.12343 0.48668 -1.29850 0.216
C 0.08091 -2.50085 1.99673 -0.604
C -0.76958 -1.39282 2.65927 -0.601
H -0.15771 -3.55119 2.34232 0.199
H -0.27575 -2.49697 0.96735 0.201
H 1.14819 -2.27817 2.08712 0.201
H -1.73392 -1.72395 2.61791 0.200
H -0.53778 -0.49858 2.14549 0.211
H -0.63594 -1.31784 3.75370 0.191
```

---

Entry 3:
Density functional theory data (wB97M-V/def2-TZVPD) for C6H6O as an isolated structure in a non-equilibrium geometry.

## Properties
ΔE to the lowest compared entry with this formula, charge and spin, kJ/mol: 547.7
LUMO energy, eV: 0.886
Kohn-Sham gap, eV: 10.4

Geometry as XYZ:
```
13
Properties=species:S:1:pos:R:3:nbo_charge:R:1
O -0.35493 -0.97339 2.15349 -0.684
C -0.08556 0.22740 1.47638 0.083
C 1.22949 0.22606 0.04083 -0.501
C 0.64979 -0.30496 -1.19577 -0.012
C 0.54735 -0.82802 -2.27829 -0.256
C -1.16994 0.65053 0.63079 -0.075
C -1.81736 0.89895 -0.35189 -0.203
H -0.73562 -1.61447 1.53656 0.479
H 0.06471 0.94264 2.30976 0.219
H 2.12604 -0.40491 0.18575 0.237
H 1.63739 1.22061 -0.26188 0.239
H 0.52144 -1.23421 -3.26340 0.238
H -2.61281 1.19378 -0.98232 0.235
```

---

- Kohn-Sham gap of number 1 (C75H163N8O9)?
  7.9 eV

---

- The highest ΔE to the lowest compared entry with this formula, charge and spin belongs to which entry?
  C6H6O